Entry 1:
{"formula": "C3H9N3", "method": "ωB97M-V/def2-TZVPD", "elements": ["C", "C", "C", "N", "N", "N", "H", "H", "H", "H", "H", "H", "H", "H", "H"], "xyz": [[-0.315, 1.989, 0.589], [1.641, -1.738, 0.433], [-1.395, -0.171, -1.091], [0.169, 0.584, 0.571], [0.374, -1.838, -0.056], [-0.369, -0.252, -0.180], [-0.080, 2.535, 1.437], [0.093, 2.493, -0.245], [-1.376, 2.032, 0.567], [1.745, -2.527, 1.219], [1.813, -0.608, 0.712], [2.475, -1.961, -0.224], [-2.164, 0.413, -0.519], [-1.577, -1.216, -1.245], [-1.036, 0.266, -1.969]], "forces_ev_per_a": [[-0.6, -2.1, -1.1], [1.6, 1.9, 1.8], [-2.1, 0.1, 1.8], [-1.0, 0.7, -0.5], [-4.4, 2.3, -2.7], [6.7, -2.7, 3.8], [1.2, 0.4, 1.9], [0.4, 0.6, -1.1], [-1.2, 0.0, -0.4], [0.1, 1.1, 0.4], [0.0, -2.2, 0.5], [0.2, -0.1, -1.1], [-0.1, -0.6, -1.4], [-0.9, -0.5, -0.4], [0.2, 1.0, -1.5]], "nbo_charge": [-0.47, -0.51, -0.47, -0.14, -0.42, 0.09, 0.22, 0.21, 0.19, 0.19, 0.23, 0.16, 0.21, 0.27, 0.23], "e_above_lowest_kj_mol": 624.71, "total_charge": 0, "homo_energy_ev": [-6.92, -6.92]}

Entry 2:
{"formula": "C3H9N3", "method": "ωB97M-V/def2-TZVPD", "elements": ["C", "C", "N", "N", "C", "N", "H", "H", "H", "H", "H", "H", "H", "H", "H"], "xyz": [[-0.607, -1.410, -0.765], [-1.104, 1.110, 0.140], [-0.133, 0.303, -0.576], [0.067, -2.130, 0.200], [1.835, 1.200, 0.274], [1.091, 0.215, -0.042], [-0.502, -2.212, 1.041], [0.987, -1.281, 0.448], [-1.696, -1.402, -0.707], [-0.170, -1.575, -1.750], [-2.097, 0.929, -0.286], [-1.159, 0.849, 1.206], [-0.871, 2.175, 0.061], [2.891, 1.016, 0.400], [1.468, 2.215, 0.356]], "forces_ev_per_a": [[0.9, 2.5, 0.0], [-0.2, -0.1, 0.1], [-1.0, -2.0, 0.0], [2.2, 1.6, 1.5], [-0.5, -0.2, 0.1], [0.7, 0.4, -0.7], [0.2, 0.1, 0.0], [-2.2, -2.6, -0.9], [0.2, 0.0, -0.2], [-0.5, 0.1, 0.0], [0.3, 0.2, -0.1], [0.1, 0.0, 0.0], [-0.1, -0.1, 0.0], [0.0, -0.1, 0.5], [0.0, 0.2, -0.3]], "nbo_charge": [-0.03, -0.44, -0.30, -0.87, -0.12, -0.27, 0.35, 0.40, 0.18, 0.18, 0.21, 0.18, 0.20, 0.19, 0.16], "e_above_lowest_kj_mol": 362.52, "total_charge": 0, "homo_energy_ev": -8.46}

Entry 3:
{"formula": "C3H9N3", "method": "ωB97M-V/def2-TZVPD", "elements": ["C", "C", "N", "H", "H", "H", "H", "H", "N", "C", "N", "H", "H", "H", "H"], "xyz": [[0.790, -1.813, 2.429], [-0.484, -2.178, 2.705], [-1.527, -1.484, 2.159], [1.602, -2.543, 2.516], [0.936, -0.782, 2.168], [-0.630, -3.035, 3.388], [-1.360, -1.070, 1.315], [-2.507, -1.667, 2.345], [1.008, 2.780, -2.778], [0.473, 1.415, -2.705], [-0.326, 1.151, -1.760], [0.433, 3.482, -2.291], [1.936, 3.160, -2.671], [1.055, 0.582, -3.273], [-0.226, 0.209, -1.425]], "forces_ev_per_a": [[-0.6, -0.8, 0.6], [1.5, -0.5, 0.1], [-1.6, -0.9, 2.5], [-0.2, 0.7, 0.5], [0.5, 0.1, -0.8], [-0.5, 0.3, -0.8], [0.5, 1.2, -2.2], [0.6, -0.1, 0.2], [-2.4, 0.2, -0.6], [3.6, 0.6, 1.5], [0.2, 0.9, 0.1], [-0.1, -1.1, -0.2], [0.5, -1.5, -0.6], [-0.8, 1.8, 0.6], [-0.9, -0.9, -0.8]], "nbo_charge": [-0.57, 0.02, -0.81, 0.21, 0.19, 0.19, 0.38, 0.39, -0.90, 0.31, -0.70, 0.38, 0.40, 0.16, 0.35], "e_above_lowest_kj_mol": 274.53, "total_charge": 0, "smiles": "[H]/N=C/N.C=CN", "homo_energy_ev": -7.91}

Entry 4:
{"formula": "C3H9N3", "method": "ωB97M-V/def2-TZVPD", "elements": ["N", "C", "N", "H", "H", "H", "H", "N", "C", "C", "H", "H", "H", "H", "H"], "xyz": [[-0.231, 0.994, 1.121], [0.550, 1.902, -0.836], [0.769, 1.087, 0.138], [0.157, 0.919, 2.062], [-1.146, 1.380, 0.886], [-0.446, 2.219, -1.156], [1.384, 2.127, -1.482], [0.898, -1.829, -0.578], [-0.321, -1.155, -0.482], [-0.997, -0.980, 0.720], [1.358, -1.718, -1.469], [1.545, -1.608, 0.170], [-0.844, -1.008, -1.418], [-2.072, -0.861, 0.721], [-0.604, -1.468, 1.602]], "forces_ev_per_a": [[1.8, 1.7, -0.7], [-0.1, -1.9, 0.2], [-0.6, 2.8, 1.8], [-0.6, 0.3, -0.7], [0.6, 0.1, 0.7], [0.0, 0.5, 0.5], [0.1, -0.3, -0.3], [0.7, 0.1, 0.0], [-2.8, -1.4, 2.0], [0.6, -3.2, -3.5], [0.0, 0.1, 0.1], [-0.1, 0.0, -0.1], [0.1, 0.2, 0.0], [0.1, 0.6, -0.1], [0.2, 0.4, 0.2]], "nbo_charge": [-0.64, -0.14, -0.22, 0.40, 0.37, 0.15, 0.19, -0.83, -0.09, -0.48, 0.37, 0.37, 0.18, 0.20, 0.19], "e_above_lowest_kj_mol": 434.78, "total_charge": 0, "smiles": "C=CN.C=NN", "homo_energy_ev": -6.31}

Entry 5:
{"formula": "C3H9N3", "method": "ωB97M-V/def2-TZVPD", "elements": ["C", "C", "N", "C", "N", "N", "H", "H", "H", "H", "H", "H", "H", "H", "H"], "xyz": [[1.342, 0.430, 1.610], [-0.091, 0.522, 1.083], [-0.409, -0.642, 0.277], [-0.387, -0.654, -1.122], [-1.109, 0.335, -1.745], [0.356, -1.489, -1.762], [1.503, -0.576, 1.989], [1.602, 1.149, 2.388], [2.033, 0.640, 0.790], [-0.761, 0.576, 1.942], [-0.248, 1.421, 0.486], [-1.005, -1.385, 0.599], [-1.592, 1.007, -1.177], [-1.088, 0.412, -2.743], [-0.145, -1.746, -2.615]], "forces_ev_per_a": [[0.2, 0.4, -0.5], [-0.1, -0.3, 0.5], [0.0, 0.2, -0.6], [1.1, 0.5, -0.5], [-0.3, -0.2, 0.5], [-1.6, -1.2, 0.7], [0.1, 0.0, 0.0], [-0.4, 0.1, 0.1], [0.1, -0.4, 0.0], [-0.2, 0.0, -0.1], [0.1, 0.2, 0.1], [0.3, 0.0, 0.6], [-0.3, 0.0, -0.3], [0.1, 0.2, 0.0], [0.8, 0.6, -0.6]], "nbo_charge": [-0.61, -0.21, -0.68, 0.59, -0.84, -0.75, 0.22, 0.20, 0.21, 0.19, 0.18, 0.40, 0.39, 0.40, 0.32], "e_above_lowest_kj_mol": 94.32, "total_charge": 0, "smiles": "[H]/N=C(\\N)NCC", "homo_energy_ev": -8.74}

Entry 6:
{"formula": "C3H9N3", "method": "ωB97M-V/def2-TZVPD", "elements": ["C", "C", "N", "H", "H", "H", "H", "H", "N", "C", "N", "H", "H", "H", "H"], "xyz": [[2.726, 1.648, -1.773], [1.812, 1.107, -0.864], [1.427, -0.155, -0.986], [2.901, 2.714, -1.672], [3.423, 1.090, -2.383], [1.465, 1.699, -0.029], [0.920, -0.408, -0.141], [2.264, -0.746, -0.973], [-2.001, -0.767, 0.266], [-2.618, -0.774, 1.521], [-3.099, -1.840, 2.016], [-2.329, -1.498, -0.344], [-1.026, -0.555, 0.282], [-2.417, 0.083, 2.135], [-3.447, -1.598, 2.943]], "forces_ev_per_a": [[0.6, 0.9, 1.0], [0.5, 0.4, -1.0], [1.1, -0.3, 2.7], [0.0, 0.0, -0.3], [-0.4, -0.3, -0.3], [-0.7, 0.4, -0.3], [-0.6, -0.5, -0.4], [-0.3, -0.6, -1.4], [-1.2, 0.6, -0.1], [1.4, -1.7, 0.5], [-0.6, 0.8, -0.3], [0.5, -0.3, 0.0], [0.1, 0.0, -0.2], [-0.2, 0.9, 0.1], [-0.2, -0.3, 0.0]], "nbo_charge": [-0.11, 0.14, -0.60, 0.23, 0.24, 0.24, 0.41, 0.44, -0.85, 0.25, -0.63, 0.40, 0.33, 0.14, 0.34], "spin_multiplicity": 2, "e_above_lowest_kj_mol": 207.17, "total_charge": 1, "s2": 0.760, "homo_energy_ev": [-12.45, -12.45]}

Entry 7:
{"formula": "C3H9N3O", "method": "ωB97M-V/def2-TZVPD", "elements": ["C", "C", "O", "H", "H", "H", "H", "N", "N", "C", "N", "H", "H", "H", "H", "H"], "xyz": [[1.997, 0.719, 0.723], [1.017, 0.162, -0.308], [0.856, -1.233, -0.176], [1.318, 0.475, -1.325], [1.717, 0.414, 1.736], [2.045, 1.812, 0.677], [2.995, 0.318, 0.526], [-1.629, -1.559, 0.217], [-1.269, 0.555, -1.201], [-0.480, 0.491, 0.017], [-0.621, -0.813, 0.708], [-2.512, -1.068, 0.028], [-1.641, -2.505, 0.595], [-1.073, -0.264, -1.778], [-2.073, 1.168, -1.142], [-0.647, 1.326, 0.703]], "forces_ev_per_a": [[0.0, 0.0, -0.2], [-0.5, 1.0, 0.8], [-2.0, 0.1, 0.5], [-0.2, -0.2, 0.3], [-0.1, 0.0, -0.1], [0.0, -0.1, 0.0], [-0.1, 0.1, 0.0], [-0.3, -0.3, 0.1], [1.2, 0.9, 1.5], [0.7, 0.1, -1.8], [1.9, -1.6, 0.0], [0.9, -0.5, -0.2], [-0.4, 0.7, 0.3], [-1.0, 0.8, -0.1], [0.1, -0.9, -0.8], [-0.3, -0.1, -0.2]], "nbo_charge": [-0.64, 0.08, -0.52, 0.17, 0.22, 0.20, 0.22, -0.65, -0.90, 0.04, 0.01, 0.39, 0.39, 0.41, 0.40, 0.19], "e_above_lowest_kj_mol": 466.38, "total_charge": 0, "homo_energy_ev": -8.32}